(1)
{"formula": "C3H8O2S2", "method": "ωB97M-V with the def2-TZVPD basis set", "species": ["O", "C", "C", "C", "S", "S", "H", "H", "H", "H", "H", "H", "O", "H", "H"], "coordinates": [[-1.527, -0.716, -1.814], [-0.396, -1.055, -1.748], [0.571, -0.721, -0.554], [-0.110, -1.283, 0.732], [0.682, -1.106, 2.443], [-0.067, 0.636, 2.989], [0.193, -1.593, -2.541], [0.910, 0.356, -0.326], [1.557, -1.192, -0.622], [-0.100, -2.318, 0.622], [-1.031, -0.788, 0.977], [1.032, 1.070, 3.753], [-0.776, 2.575, -1.324], [-0.333, 3.025, -2.087], [-0.603, 3.110, -0.501]], "smiles": "O=CCCSS.O", "total_energy_ha": -1065.9010, "homo_lumo_gap_ev": 8.7, "e_above_lowest_kj_mol": 212.8}



(2)
{"formula": "C3H8O2Si", "method": "ωB97M-V with the def2-TZVPD basis set", "species": ["C", "C", "O", "C", "Si", "O", "H", "H", "H", "H", "H", "H", "H", "H"], "coordinates": [[1.726, -0.895, 0.697], [0.779, -0.197, -0.246], [0.842, -0.539, -1.417], [0.073, 0.914, 0.388], [-1.862, 0.407, -0.170], [-1.797, 0.079, -1.874], [2.206, -1.749, 0.222], [2.536, -0.148, 0.870], [1.184, -1.071, 1.656], [0.403, 0.847, 1.409], [0.163, 1.849, -0.077], [-2.811, 1.540, -0.058], [-2.410, -0.579, 0.680], [-1.031, -0.458, -2.081]], "smiles": "CC(=O)C[SiH2]O", "total_energy_ha": -559.0875, "homo_lumo_gap_ev": 10.5, "e_above_lowest_kj_mol": 165.5}



(3)
{"formula": "C3H8O3", "method": "ωB97M-V with the def2-TZVPD basis set", "species": ["C", "C", "O", "C", "O", "H", "H", "H", "H", "H", "H", "O", "H", "H"], "coordinates": [[1.056, 1.556, 0.666], [0.469, 0.182, 0.530], [0.169, -0.410, 1.747], [0.572, -0.554, -0.596], [0.907, -0.022, -1.804], [0.368, 2.201, 1.221], [2.000, 1.518, 1.219], [1.260, 2.023, -0.301], [-0.019, -1.354, 1.605], [0.243, -1.585, -0.658], [0.661, -0.661, -2.496], [-2.369, -1.297, -0.451], [-3.335, -1.220, -0.375], [-1.980, -0.378, -0.306]], "smiles": "C/C(O)=C\\O.O", "total_energy_ha": -344.7877, "homo_lumo_gap_ev": 8.7, "e_above_lowest_kj_mol": 159.3}



(4)
{"formula": "C3H8O3", "method": "ωB97M-V with the def2-TZVPD basis set", "species": ["O", "C", "O", "H", "H", "C", "C", "O", "H", "H", "H", "H", "H", "H"], "coordinates": [[0.218, 2.127, 0.881], [-0.057, 2.684, -0.116], [0.518, 2.599, -1.368], [-0.845, 3.453, -0.130], [0.749, 3.500, -1.536], [-0.848, -1.168, 0.116], [0.538, -1.738, -0.107], [1.066, -2.363, 1.109], [-1.389, -1.910, 0.705], [-1.321, -1.041, -0.857], [-0.865, -0.207, 0.622], [0.547, -2.586, -0.789], [1.307, -1.006, -0.339], [0.383, -2.344, 1.808]], "smiles": "O=CO.CCO", "total_energy_ha": -344.7885, "homo_lumo_gap_ev": 10.5, "e_above_lowest_kj_mol": 157.1}



(5)
{"formula": "C3H8O3S", "method": "ωB97M-V with the def2-TZVPD basis set", "species": ["O", "C", "O", "C", "C", "S", "H", "H", "H", "H", "H", "H", "O", "H", "H"], "coordinates": [[-2.537, 0.297, -1.313], [-2.068, -0.628, -0.724], [-2.838, -1.592, -0.158], [-0.603, -0.915, -0.505], [0.252, 0.267, -0.901], [2.017, 0.056, -0.440], [-3.757, -1.331, -0.316], [-0.407, -1.794, -1.114], [-0.419, -1.176, 0.522], [0.244, 0.463, -1.968], [-0.095, 1.173, -0.425], [1.771, -0.510, 0.749], [2.823, 1.826, 2.582], [3.379, 2.440, 2.096], [2.237, 1.426, 1.913]], "smiles": "O=C(O)CCS.O", "total_energy_ha": -743.0300, "homo_lumo_gap_ev": 10.2, "e_above_lowest_kj_mol": 7.3}



(6)
{"formula": "C3H8O3S2", "method": "ωB97M-V with the def2-TZVPD basis set", "species": ["C", "C", "C", "O", "O", "O", "S", "S", "H", "H", "H", "H", "H", "H", "H", "H"], "coordinates": [[0.932, 2.132, 0.818], [-0.740, -1.909, -1.502], [-0.396, 1.365, 1.136], [-1.856, -1.054, 0.763], [1.518, -2.461, -0.127], [1.321, -0.284, -1.342], [-0.145, -0.414, 1.325], [0.733, -1.359, -0.622], [1.714, 1.560, 1.254], [0.886, 2.073, -0.233], [0.796, 3.070, 1.257], [-0.535, -2.942, -1.474], [-1.413, -1.482, -0.861], [-0.791, -1.444, -2.493], [-0.964, 1.456, 0.215], [-1.060, 1.693, 1.886]], "total_energy_ha": -1141.0282, "homo_lumo_gap_ev": 8.4, "e_above_lowest_kj_mol": 518.0}



(7)
{"formula": "C3H8O3Si", "method": "ωB97M-V with the def2-TZVPD basis set", "species": ["C", "C", "C", "O", "O", "O", "Si", "H", "H", "H", "H", "H", "H", "H", "H"], "coordinates": [[1.307, 0.016, -0.216], [0.509, 0.483, 0.786], [2.760, -0.128, -0.323], [-3.048, 0.707, 1.182], [-1.960, -1.506, 0.281], [-2.138, 0.477, -1.364], [-1.900, 0.072, 0.196], [0.900, -0.508, -1.065], [0.840, 1.067, 1.692], [3.097, -1.029, -0.911], [3.140, -0.305, 0.712], [3.221, 0.646, -0.941], [-3.085, 1.719, 0.997], [-1.994, -1.820, 1.108], [-1.647, 0.108, -2.134]], "total_energy_ha": -634.3616, "homo_lumo_gap_ev": 9.3, "e_above_lowest_kj_mol": 214.6}



(8)
{"formula": "C3H8O3Sm", "method": "ωB97M-V with the def2-TZVPD basis set", "species": ["H", "O", "O", "C", "C", "O", "C", "Sm", "H", "H", "H", "H", "H", "H", "H"], "coordinates": [[1.608, 2.452, 0.072], [3.320, 1.722, -0.022], [0.744, 1.650, -0.289], [-0.452, 1.410, 0.412], [-1.030, 0.078, -0.012], [0.045, -0.860, -0.058], [-0.372, -2.222, -0.177], [2.184, -0.064, -0.741], [-1.162, 2.229, 0.234], [-0.204, 1.408, 1.490], [-1.494, 0.142, -1.007], [-1.781, -0.256, 0.717], [0.528, -2.843, -0.213], [-0.979, -2.495, 0.695], [-0.954, -2.351, -1.099]], "total_energy_ha": -1002.4269, "multiplicity": 8, "s_squared": 15.76, "charge": 1, "homo_lumo_gap_ev": [6.9, 8.8]}



(9)
{"formula": "C3H8O4", "method": "ωB97M-V with the def2-TZVPD basis set", "species": ["O", "C", "O", "C", "C", "O", "H", "H", "H", "H", "H", "H", "O", "H", "H"], "coordinates": [[0.411, -1.969, 0.934], [0.854, -1.033, 0.344], [1.468, -1.202, -0.874], [0.883, 0.405, 0.777], [-0.449, 1.178, 0.692], [-1.226, 0.778, 1.827], [1.607, -2.155, -0.964], [1.521, 0.961, 0.091], [1.203, 0.400, 1.815], [-0.987, 1.003, -0.237], [-0.184, 2.221, 0.842], [-2.135, 1.044, 1.759], [-1.301, -0.668, -2.101], [-0.514, -0.161, -1.875], [-1.150, -0.802, -3.031]], "smiles": "O=C(O)CCO.O", "total_energy_ha": -420.0661, "homo_lumo_gap_ev": 10.9, "e_above_lowest_kj_mol": 66.6}



(10)
{"formula": "C3H8OS", "method": "ωB97M-V with the def2-TZVPD basis set", "species": ["C", "C", "O", "H", "H", "H", "H", "C", "S", "H", "H", "H", "H"], "coordinates": [[2.210, 0.231, -0.634], [1.827, 0.478, 0.604], [1.385, -0.491, 1.482], [2.540, 1.041, -1.267], [2.158, -0.772, -1.038], [1.830, 1.477, 1.026], [0.559, -0.831, 1.115], [-1.939, -0.258, -0.677], [-1.743, 0.320, 1.032], [-1.071, 0.060, -1.251], [-2.001, -1.343, -0.715], [-2.815, 0.198, -1.127], [-2.940, -0.109, 1.449]], "smiles": "C=CO.CS", "total_energy_ha": -592.4809, "homo_lumo_gap_ev": 10.0, "e_above_lowest_kj_mol": 97.5}



(11)
{"formula": "C3H8OS", "method": "ωB97M-V with the def2-TZVPD basis set", "species": ["C", "C", "O", "H", "H", "H", "H", "C", "S", "H", "H", "H", "H"], "coordinates": [[1.252, 0.379, 1.237], [0.606, 1.428, 2.091], [1.186, 1.860, 3.066], [2.312, 0.295, 1.090], [0.848, 0.655, 0.221], [0.898, -0.567, 1.724], [-0.437, 1.714, 1.915], [-0.038, -1.814, -1.852], [-1.486, -0.686, -1.900], [-0.261, -2.699, -2.466], [0.879, -1.516, -2.361], [0.251, -2.107, -0.868], [-1.054, 0.326, -2.844]], "smiles": "CC=O.CS", "total_energy_ha": -592.4742, "homo_lumo_gap_ev": 10.0, "e_above_lowest_kj_mol": 115.2}



(12)
{"formula": "C3H8OS2", "method": "ωB97M-V with the def2-TZVPD basis set", "species": ["C", "C", "O", "H", "H", "H", "H", "C", "S", "S", "H", "H", "H", "H"], "coordinates": [[-0.845, -1.421, -2.137], [-1.347, -0.060, -2.407], [-1.512, 0.790, -1.576], [-0.895, -1.698, -1.079], [-1.455, -2.166, -2.656], [0.182, -1.563, -2.476], [-1.572, 0.123, -3.478], [0.405, 0.484, 2.844], [1.459, 0.007, 1.476], [1.941, 1.840, 0.616], [-0.632, 0.692, 2.574], [0.436, -0.380, 3.507], [0.818, 1.299, 3.419], [3.017, 2.053, 1.373]], "smiles": "CC=O.CSS", "total_energy_ha": -990.6933, "homo_lumo_gap_ev": 9.7, "e_above_lowest_kj_mol": 45.4}